{
  "formula": "C22H23Br2N2OPtSe4",
  "method": "ωB97M-V with the def2-TZVPD basis set",
  "e_tot_ev": -432933.3746,
  "relative_energy_kcal_mol": 45.1,
  "s2": 2.03,
  "total_charge": -1,
  "multiplicity": 3,
  "species": ["Pt", "Se", "Se", "Se", "Se", "Br", "C", "C", "C", "N", "C", "C", "C", "C", "C", "Br", "C", "C", "N", "H", "H", "H", "H", "H", "H", "C", "C", "C", "C", "C", "C", "C", "C", "C", "C", "C", "C", "O", "H", "H", "H", "H", "H", "H", "H", "H", "H", "H", "H", "H", "H", "H", "H", "H", "H"],
  "xyz": [[0.669048, -1.331051, -0.196382], [2.556444, -1.272282, 1.222954], [4.384350, -1.389764, -0.248422], [3.730499, -2.048260, -2.637423], [1.481618, -2.097292, -2.759642], [-1.127574, -7.717984, 0.287694], [-0.622724, -5.900284, 0.137769], [0.725295, -5.571825, 0.114471], [1.097718, -4.268905, 0.086285], [0.185855, -3.313800, -0.058665], [-1.157784, -3.579707, -0.066311], [-1.587693, -4.863485, 0.053859], [-1.973051, -2.432311, -0.527768], [-3.334718, -2.344350, -0.657549], [-4.035673, -1.193891, -1.098940], [-5.897577, -1.154444, -1.144070], [-3.235973, -0.163334, -1.629225], [-1.850195, -0.301531, -1.564739], [-1.269844, -1.263311, -0.877351], [1.494945, -6.343794, 0.265648], [2.121921, -3.866738, 0.183284], [-2.702144, -5.090680, 0.101772], [-3.865231, -3.289082, -0.568699], [-3.734686, 0.769920, -1.879416], [-1.239227, 0.406398, -2.112071], [0.735711, 3.685442, -2.233493], [1.991220, 3.141474, -1.656928], [2.602980, 2.037255, -2.484366], [1.787379, 2.807203, -0.172105], [2.298861, 3.715718, 0.753746], [1.886364, 3.780711, 2.037578], [0.853876, 2.916248, 2.450736], [0.405551, 1.874886, 1.583483], [-0.763123, 1.021849, 2.002821], [-2.048377, 1.788330, 1.883042], [-0.664708, 0.583646, 3.451973], [0.996663, 1.735348, 0.285191], [0.660149, 0.776828, -0.517656], [0.858302, 4.005753, -3.282632], [0.348107, 4.531958, -1.690332], [-0.091014, 2.945028, -2.244520], [2.740879, 3.962075, -1.595793], [1.848239, 1.373959, -3.036756], [3.272639, 1.475075, -1.836794], [3.249574, 2.526555, -3.233977], [3.067134, 4.388857, 0.426744], [2.422585, 4.396360, 2.747688], [0.456699, 3.065028, 3.493630], [-0.768975, 0.101325, 1.430595], [-2.274772, 2.503180, 2.665595], [-2.771164, 0.967273, 1.893276], [-2.208411, 2.274783, 0.892771], [-0.539843, 1.420435, 4.204929], [0.267148, -0.040469, 3.631174], [-1.433271, -0.140327, 3.723317]],
  "forces_ev_per_angstrom": [[-1.227, 1.339, -0.153], [0.565, -0.290, -0.081], [-0.246, -0.230, -1.099], [-0.836, 0.275, 1.255], [1.414, 0.082, -0.440], [-0.080, 0.178, -0.016], [-2.020, 1.639, -0.142], [1.537, -1.786, 0.627], [0.292, 1.237, -0.120], [1.035, 1.286, 0.697], [-0.697, 3.507, -1.821], [-1.181, -3.843, 0.664], [1.710, 0.424, 0.542], [-2.834, -0.376, -0.660], [2.769, -1.655, 0.392], [-0.303, 0.029, -0.031], [-0.802, 0.292, 0.488], [-1.115, 0.506, -0.010], [0.620, -1.533, -0.143], [-0.499, 0.399, -0.223], [-0.535, -0.708, -0.136], [1.722, 0.220, -0.169], [-0.355, 0.273, 0.431], [0.458, -0.147, -0.535], [0.332, 0.170, 0.649], [-1.510, -0.016, -1.165], [1.038, -0.136, 1.547], [-0.092, -0.468, -1.211], [0.062, 0.222, -0.264], [0.160, -0.202, -1.308], [-0.767, -0.863, 1.649], [0.076, -0.443, -0.065], [0.986, 1.296, 0.942], [1.111, 0.642, 0.985], [-1.429, -0.707, -1.873], [2.183, -0.873, 1.485], [-0.430, 1.214, 1.322], [-0.182, -1.932, -1.137], [0.123, -0.091, 0.233], [0.000, 0.424, 0.346], [0.535, 0.094, 0.099], [-0.381, -0.312, -0.320], [1.085, 0.792, 1.056], [-0.127, -0.516, -0.184], [-0.261, -0.356, -0.094], [0.252, 0.418, -0.291], [-0.285, 0.268, 0.069], [0.292, -0.427, -1.272], [-0.227, 0.084, -0.425], [0.284, 0.059, 0.241], [-0.721, 0.406, 0.283], [0.387, -0.175, 0.603], [-0.690, -0.880, -0.888], [-0.671, 0.726, -0.454], [-0.525, 0.465, 0.126]]
}



{
  "formula": "C22H23Br2N3O12S2",
  "method": "ωB97M-V with the def2-TZVPD basis set",
  "e_tot_ev": -213982.5459,
  "multiplicity": 1,
  "species": ["C", "C", "Br", "C", "Br", "C", "C", "C", "N", "C", "S", "C", "C", "N", "S", "N", "C", "H", "H", "H", "H", "H", "H", "H", "C", "C", "O", "C", "O", "O", "H", "H", "H", "H", "C", "C", "O", "C", "O", "O", "H", "H", "H", "H", "C", "C", "O", "C", "O", "O", "H", "H", "H", "H", "C", "C", "O", "C", "O", "O", "H", "H", "H", "H"],
  "xyz": [[0.495531, 1.580673, -0.325661], [-0.124413, 1.090575, -1.671575], [-2.074402, 1.247455, -1.670951], [0.584394, 1.883865, -2.804532], [-0.458374, 2.026927, -4.473695], [1.995316, 1.351742, -3.073273], [2.371234, 0.062136, -2.901715], [3.729947, -0.425746, -3.121863], [3.994735, -1.834232, -2.856377], [4.434397, -1.979660, -1.724988], [5.128978, -2.046747, -0.318650], [4.724454, 0.403083, -3.542632], [4.360526, 1.781681, -3.738093], [5.186372, 2.764203, -4.117990], [4.313708, 4.124085, -4.184493], [2.825821, 3.587518, -3.741689], [3.011035, 2.290481, -3.515487], [0.058947, 0.936911, 0.454624], [1.590995, 1.453573, -0.340745], [0.228418, 2.627173, -0.136028], [0.093324, 0.012886, -1.706944], [0.724678, 2.920160, -2.453800], [1.660339, -0.706431, -2.582433], [5.737644, 0.028106, -3.696496], [1.492618, -0.967831, -6.474424], [0.249799, -1.339468, -7.239225], [-0.190460, -2.518268, -6.561888], [0.316926, -2.480442, -5.303571], [0.006355, -3.223745, -4.429096], [1.226713, -1.481197, -5.169963], [1.657637, 0.107992, -6.440800], [2.389218, -1.453218, -6.867125], [-0.529556, -0.577920, -7.167370], [0.447620, -1.544208, -8.289408], [-1.916445, 1.974222, 4.598183], [-0.950826, 0.953648, 4.071195], [-0.896110, 1.252639, 2.678096], [-1.254727, 2.548335, 2.524324], [-1.150899, 3.144714, 1.498300], [-1.741580, 3.067457, 3.681740], [-1.689834, 2.275420, 5.617630], [-2.952715, 1.633631, 4.550670], [0.049894, 1.067693, 4.495550], [-1.289729, -0.064148, 4.235323], [0.717858, -2.452460, 0.386934], [-0.597892, -3.088121, 0.014048], [-1.333103, -3.021596, 1.238600], [-0.809606, -2.012204, 1.976779], [-1.296700, -1.582416, 2.973332], [0.343753, -1.551041, 1.429266], [1.177610, -1.917642, -0.442917], [1.435487, -3.173568, 0.784351], [-1.134882, -2.523954, -0.751896], [-0.488115, -4.117925, -0.318413], [-5.074493, -0.783811, 8.327517], [-5.285337, 0.449079, 7.485130], [-3.952810, 0.806651, 7.117721], [-3.190315, -0.316276, 7.195256], [-2.074802, -0.398020, 6.795391], [-3.870836, -1.329336, 7.787309], [-5.893861, -1.494715, 8.245047], [-4.913400, -0.548871, 9.381873], [-5.859033, 0.244516, 6.578656], [-5.767030, 1.255987, 8.033365]],
  "forces_ev_per_angstrom": [[-0.769, -0.493, -0.492], [1.133, 0.264, 0.473], [0.475, -0.016, 0.224], [0.266, -0.222, 0.538], [0.524, -0.138, 0.093], [-0.340, 0.550, -0.256], [0.438, -0.974, 0.085], [-0.613, 0.656, -0.484], [-0.086, 0.760, 1.005], [0.600, -0.005, -0.102], [-0.481, -0.286, -0.463], [-0.416, -0.074, 0.118], [-0.245, 0.776, -0.053], [-0.493, 0.064, 0.045], [-0.383, -0.237, 0.101], [1.480, -0.315, -0.162], [-0.140, -1.423, 0.212], [0.386, 0.510, -0.072], [-0.366, -0.006, -0.085], [0.150, -0.436, -0.012], [-0.433, 0.424, -0.474], [-0.389, -0.349, -0.356], [0.237, 0.381, -0.211], [-0.293, 0.324, -0.004], [0.414, 0.409, -0.153], [-0.159, 0.188, -0.361], [0.215, 0.084, 0.270], [-0.122, -0.153, 0.155], [0.033, 0.068, 0.017], [-0.269, -0.257, -0.203], [-0.038, -0.030, 0.235], [-0.044, -0.045, 0.013], [0.026, -0.017, 0.076], [-0.073, -0.207, 0.065], [-0.100, 0.102, 0.265], [0.103, -0.570, 0.742], [-0.193, 0.425, -0.014], [-0.001, -0.001, -0.061], [-0.241, 0.311, 0.304], [0.106, -0.198, -0.316], [-0.017, 0.196, -0.101], [0.020, 0.035, -0.053], [-0.012, 0.078, -0.037], [0.143, 0.327, -0.122], [0.325, -0.065, -0.206], [-0.086, -0.194, -0.429], [0.245, 0.244, 0.117], [-0.152, 0.074, 0.093], [0.021, -0.593, -0.345], [-0.243, -0.154, 0.057], [-0.009, 0.154, 0.138], [-0.025, 0.013, 0.008], [0.013, 0.026, 0.041], [-0.132, -0.021, 0.157], [-0.285, -0.170, 0.265], [-0.399, 0.215, -0.034], [0.076, -0.271, 0.087], [0.196, -0.103, -0.056], [-0.040, 0.089, -0.007], [0.032, 0.306, -0.123], [0.162, -0.121, -0.073], [0.032, 0.028, -0.035], [0.047, -0.035, 0.007], [0.187, 0.098, -0.054]]
}



{
  "formula": "C22H23CrN9O4S",
  "method": "ωB97M-V with the def2-TZVPD basis set",
  "e_tot_ev": -84042.0599,
  "relative_energy_kcal_mol": 4.8,
  "s2": 3.78,
  "total_charge": 1,
  "multiplicity": 4,
  "species": ["Cr", "C", "C", "N", "N", "C", "S", "N", "N", "H", "H", "H", "H", "H", "H", "C", "N", "C", "C", "C", "C", "C", "N", "C", "C", "C", "C", "C", "C", "H", "H", "H", "H", "H", "H", "H", "H", "H", "H", "H", "O", "C", "O", "C", "C", "N", "N", "C", "C", "O", "O", "H", "H", "H", "C", "C", "N", "H", "H", "H"],
  "xyz": [[0.565468, 0.520245, 0.098554], [-3.983167, 2.340537, 1.522562], [-3.597220, 1.128262, 0.763207], [-4.413744, 0.273296, 0.226973], [-3.603669, -0.656064, -0.335889], [-2.305130, -0.402190, -0.156946], [-0.905255, -1.246001, -0.629056], [-2.292141, 0.747141, 0.535776], [-1.084484, 1.273016, 1.003441], [-5.065152, 2.437701, 1.500859], [-3.542970, 3.240571, 1.087752], [-3.658754, 2.273670, 2.564047], [-4.002061, -1.447284, -0.812064], [-1.258138, 2.170698, 1.426495], [-1.206546, -0.201876, 2.336314], [-2.609159, -1.417902, 3.426730], [-1.306589, -1.066344, 2.875941], [-0.222562, -1.777258, 3.072802], [1.038569, -1.545690, 2.548917], [2.177023, -2.232820, 3.028024], [3.273202, -1.696807, 2.393235], [2.770811, -0.725399, 1.517368], [1.436571, -0.602780, 1.591200], [-3.199072, -2.699339, 2.874517], [-2.734645, -3.284616, 1.702352], [-3.336427, -4.437941, 1.211758], [-4.405254, -5.009587, 1.884517], [-4.869722, -4.427956, 3.057351], [-4.267396, -3.281454, 3.550135], [-3.276203, -0.584470, 3.201345], [-2.545734, -1.474271, 4.515688], [-0.323933, -2.635855, 3.730578], [2.158129, -3.016662, 3.774179], [4.309699, -1.972512, 2.508489], [3.334670, -0.146468, 0.804156], [-1.896071, -2.852440, 1.165608], [-2.960380, -4.893682, 0.303681], [-4.870836, -5.909734, 1.502868], [-5.698063, -4.873901, 3.594205], [-4.629578, -2.837029, 4.472587], [2.274851, 1.526171, -5.375098], [1.251296, 2.308469, -5.098690], [0.799609, 3.108034, -5.874560], [0.642172, 2.174474, -3.739652], [-0.444066, 2.914408, -3.325716], [-0.715070, 2.554748, -2.059457], [0.120524, 1.605287, -1.632720], [0.954665, 1.369666, -2.633592], [2.014395, 0.353678, -2.342754], [2.835202, 0.050135, -3.189669], [1.954334, -0.099128, -1.131659], [2.522826, 0.938949, -4.621650], [-1.013949, 3.661974, -3.858351], [-1.462249, 2.865886, -1.466509], [3.368584, 4.039237, 1.335718], [2.428144, 2.983439, 1.003774], [1.707823, 2.142807, 0.737729], [2.825268, 4.942099, 1.607712], [3.999505, 4.239553, 0.470904], [3.988338, 3.718411, 2.172019]],
  "forces_ev_per_angstrom": [[-0.220, -0.138, -0.102], [0.037, 0.022, 0.038], [0.116, 0.207, 0.161], [0.050, -0.081, -0.074], [-0.137, -0.250, -0.126], [-0.061, 0.099, -0.107], [0.109, 0.116, -0.053], [0.101, 0.188, 0.121], [-0.162, -0.395, 0.137], [0.001, -0.003, -0.003], [-0.014, -0.015, 0.005], [0.006, -0.003, -0.037], [-0.007, -0.069, -0.008], [0.000, 0.147, 0.013], [0.018, -0.130, 0.074], [-0.021, 0.023, -0.016], [-0.039, 0.259, -0.132], [0.126, 0.035, -0.046], [-0.028, -0.018, -0.068], [0.007, -0.066, 0.075], [0.078, -0.055, 0.002], [-0.129, 0.033, 0.032], [0.079, -0.061, 0.072], [-0.005, -0.015, -0.057], [0.038, 0.001, 0.035], [-0.008, -0.006, -0.007], [-0.020, -0.017, -0.014], [-0.023, -0.014, 0.016], [-0.013, 0.018, 0.047], [-0.026, 0.034, 0.005], [0.031, -0.030, 0.009], [-0.010, 0.024, -0.002], [0.002, 0.088, -0.078], [-0.071, 0.017, -0.011], [0.008, 0.004, -0.015], [-0.085, -0.099, 0.103], [0.000, 0.011, 0.023], [0.020, 0.034, 0.018], [0.036, 0.021, -0.025], [0.018, -0.025, -0.051], [0.072, 0.001, -0.130], [-0.084, 0.100, -0.026], [0.006, -0.032, 0.036], [0.005, -0.028, -0.003], [-0.089, 0.133, -0.010], [-0.089, -0.090, -0.047], [0.165, 0.088, 0.007], [0.027, -0.068, -0.038], [0.070, 0.053, 0.038], [-0.087, -0.005, 0.070], [0.077, -0.005, -0.039], [0.081, -0.099, 0.077], [0.058, -0.089, 0.058], [-0.080, 0.072, 0.077], [0.000, -0.019, 0.007], [0.400, 0.407, 0.140], [-0.330, -0.331, -0.172], [0.005, 0.007, 0.005], [0.000, 0.004, 0.006], [-0.009, 0.010, -0.010]]
}



{
  "formula": "C22H23FeN2O",
  "method": "ωB97M-V with the def2-TZVPD basis set",
  "e_tot_ev": -62592.3985,
  "s2": 6.07,
  "total_charge": -1,
  "multiplicity": 5,
  "species": ["C", "O", "C", "C", "C", "C", "C", "C", "C", "C", "C", "C", "Fe", "C", "C", "C", "C", "C", "C", "C", "H", "H", "H", "H", "H", "H", "H", "H", "H", "H", "H", "H", "H", "H", "H", "H", "H", "C", "N", "C", "N", "C", "C", "H", "H", "H", "H", "H", "H"],
  "xyz": [[1.578082, 6.237216, 2.410368], [0.709195, 5.874903, 1.323013], [-0.024310, 4.738997, 1.438027], [-0.988237, 4.522463, 0.426410], [-1.523097, 3.249576, 0.274804], [-1.030084, 2.207430, 1.092969], [-1.105622, 0.753317, 0.636340], [-1.595361, -0.255617, 1.628351], [-3.008290, -0.601702, 1.941853], [-2.987674, -1.690964, 2.883314], [-1.606972, -2.047253, 3.154763], [-0.786578, -1.050886, 2.503990], [-1.984553, -2.082152, 1.224027], [-1.942522, -2.034426, -0.779291], [-3.254743, -2.373839, -0.267382], [-3.132399, -3.545017, 0.573166], [-1.729359, -3.928602, 0.597415], [-0.997339, -2.984514, -0.235356], [-0.332634, 2.498061, 2.266050], [0.206584, 3.771250, 2.445650], [1.719538, 7.304984, 2.264909], [1.144649, 6.054730, 3.399712], [2.538667, 5.715270, 2.350597], [-1.249697, 5.340408, -0.242684], [-2.332817, 3.051681, -0.438850], [-1.822950, 0.731154, -0.194641], [-3.882213, -0.088846, 1.549653], [-3.843664, -2.141619, 3.371897], [-1.256748, -2.827936, 3.812891], [0.258340, -0.881282, 2.735265], [-1.747106, -1.277789, -1.535362], [-4.180730, -1.889610, -0.561348], [-3.958434, -4.089829, 1.025142], [-1.310982, -4.804597, 1.070881], [0.052978, -3.058927, -0.500202], [-0.243158, 1.733011, 3.052670], [0.874846, 3.972627, 3.277410], [3.552310, -0.669581, -0.250113], [2.196095, -0.184900, -0.373045], [1.207168, -0.264220, 0.527297], [0.142071, 0.396312, 0.058844], [0.497009, 0.942153, -1.178143], [1.738733, 0.542523, -1.467773], [3.963686, -0.581618, -1.270968], [4.180066, -0.074391, 0.435972], [3.606174, -1.717533, 0.075542], [1.352300, -0.837475, 1.419002], [-0.191146, 1.496410, -1.774750], [2.356718, 0.659322, -2.345474]],
  "forces_ev_per_angstrom": [[-0.281, 0.040, -0.522], [0.047, 0.299, 0.492], [2.365, -0.269, 2.630], [-2.519, -1.221, -2.498], [0.254, 1.163, 0.260], [-2.186, -1.346, -2.811], [-1.275, 0.571, 0.185], [-0.522, 0.534, 1.926], [0.548, 0.701, 1.152], [-0.100, 1.067, 0.999], [-0.385, 1.817, 0.061], [0.588, 0.107, 1.193], [0.325, -0.024, -0.294], [-0.006, -1.326, 0.134], [-0.138, -1.574, -1.011], [-0.223, -0.542, -1.633], [-0.207, 0.433, -1.143], [-0.226, -1.162, -1.326], [2.338, 1.780, 4.037], [-0.206, -1.163, -0.729], [0.204, 0.018, 0.161], [-0.156, 0.042, -0.286], [-0.134, -0.044, -0.100], [-0.132, -0.116, 0.271], [0.554, 0.048, -0.016], [-0.087, 0.042, 0.066], [0.146, -0.272, -0.028], [-0.004, -0.057, -0.323], [-0.028, 0.041, 0.011], [-0.249, -0.274, -0.102], [0.122, 0.046, 0.434], [0.152, 0.025, 0.252], [0.239, 0.224, 0.045], [-0.001, 0.107, 0.161], [-0.145, 0.116, 0.129], [-0.087, 0.417, -0.427], [-0.174, -0.038, -0.034], [-0.403, 0.258, -0.655], [2.076, -0.237, -2.522], [1.572, -1.261, 3.391], [-1.145, 1.108, -2.059], [-0.108, -0.331, 0.074], [0.781, -0.107, 0.289], [0.147, -0.230, 0.552], [-0.233, 0.084, 0.043], [-0.202, 0.168, -0.100], [-0.427, 0.012, -0.288], [-0.298, 0.182, -0.119], [-0.174, 0.145, 0.075]]
}



Which of these has the highest multiplicity?
C22H23FeN2O